Entry from the OMol25 dataset: a molecular structure, C29H22N2O3PPb (ωB97M-V/def2-TZVPD).

Each line ends with the Mulliken charge.
Positions of all 58 atoms, in Å:
Pb -0.112 2.259 -0.811  1.117
O 2.125 2.199 2.682  -0.566
C 1.371 2.462 1.783  0.475
O 1.518 2.022 0.543  -0.681
C 0.123 3.290 2.053  0.728
C -0.028 3.949 3.271  -0.715
C -1.182 4.662 3.488  -0.477
C -2.191 4.706 2.505  0.930
C -3.404 5.416 2.682  -0.828
C -4.348 5.426 1.697  -0.653
C -4.122 4.732 0.488  -0.803
C -2.961 4.037 0.284  -0.657
C -1.974 4.011 1.292  0.830
N -0.807 3.321 1.105  -0.333
H 0.765 3.887 4.001  0.543
H -1.329 5.197 4.418  0.500
H -3.566 5.951 3.610  0.432
H -5.272 5.971 1.832  0.436
H -4.874 4.762 -0.289  0.426
H -2.793 3.538 -0.667  0.250
O -2.357 0.060 0.666  -0.465
N -0.988 0.111 0.506  0.376
C -0.422 -0.765 1.233  -1.531
C 1.048 -0.956 1.240  0.507
C 1.729 -0.657 2.396  -0.619
C 3.128 -0.658 2.420  -0.440
C 3.867 -0.998 1.295  -1.047
C 3.215 -1.373 0.139  -0.557
C 1.799 -1.377 0.099  1.207
P 1.068 -2.193 -1.226  0.748
C 1.792 -2.106 -2.771  0.688
C 2.583 -0.978 -3.118  -0.388
C 3.193 -0.941 -4.347  -0.827
C 3.034 -2.011 -5.234  -0.405
C 2.265 -3.128 -4.901  -0.831
C 1.639 -3.187 -3.679  -0.421
C -0.284 -3.213 -0.966  0.802
C -1.223 -3.434 -2.002  -0.558
C -2.271 -4.298 -1.780  -0.823
C -2.383 -4.953 -0.553  -0.432
C -1.455 -4.747 0.472  -0.799
C -0.411 -3.873 0.282  -0.209
H -2.720 0.913 0.386  0.356
H -1.039 -1.336 1.926  0.601
H 1.187 -0.346 3.280  0.529
H 3.636 -0.371 3.331  0.488
H 4.948 -0.998 1.330  0.505
H 3.786 -1.718 -0.713  0.591
H 2.696 -0.154 -2.424  0.520
H 3.794 -0.088 -4.632  0.473
H 3.526 -1.976 -6.198  0.450
H 2.176 -3.951 -5.597  0.461
H 1.073 -4.065 -3.397  0.537
H -1.137 -2.912 -2.947  0.575
H -3.007 -4.468 -2.554  0.468
H -3.203 -5.641 -0.392  0.464
H -1.550 -5.284 1.405  0.476
H 0.331 -3.731 1.058  0.578

Net charge: +3
Energy relative to the best compared isomer or geometry (same formula, charge and spin): 0.0 kJ/mol
F_max: 0.0036 Eh/bohr
Gap between HOMO and LUMO: 4.8 eV
E_HOMO: -16.5 eV
LUMO energy: -11.68 eV

***

Entry from the OMol25 dataset: a single C3H2S molecule in a non-equilibrium geometry (ωB97M-V/def2-TZVPD).

Each line ends with the Mulliken charge.
Positions of all 6 atoms, in Å:
C -2.286 -0.336 -0.007  0.337
C -1.205 0.191 -0.011  -0.320
C 0.140 0.701 0.021  -0.526
S 1.451 -0.278 -0.002  -0.164
H -3.326 -0.678 0.043  0.390
H 0.215 1.804 -0.036  0.282

Net charge: 0
Energy relative to the best compared isomer or geometry (same formula, charge and spin): 8.0 kJ/mol
SMILES: C#CC=S
F_max: 0.0229 Eh/bohr
Gap between HOMO and LUMO: 8.1 eV
E_HOMO: -9.2 eV
LUMO energy: -1.10 eV

***

Entry from the OMol25 dataset: a single C3H11N3O molecule (ωB97M-V/def2-TZVPD).

Each line ends with the Mulliken charge.
Positions of all 18 atoms, in Å:
C -1.717 0.265 0.869  -1.040
C -1.448 -0.130 -0.583  -0.422
N -0.276 -0.973 -0.802  -0.064
O -0.586 -2.271 -0.289  -0.469
N 0.898 -0.577 -0.121  -0.321
C 1.486 0.680 -0.582  -0.392
N 2.350 1.259 0.410  -0.618
H -1.780 -0.625 1.494  0.304
H -2.663 0.797 0.929  0.375
H -0.943 0.924 1.255  0.251
H -2.291 -0.699 -0.976  0.336
H -1.316 0.758 -1.207  0.323
H -0.134 -2.891 -0.872  0.342
H 0.704 -0.502 0.885  0.283
H 2.071 0.463 -1.482  0.324
H 0.724 1.431 -0.838  0.275
H 3.086 0.604 0.657  0.266
H 1.834 1.486 1.254  0.246

Net charge: 0
Energy relative to the best compared isomer or geometry (same formula, charge and spin): 321.9 kJ/mol
SMILES: CCN(O)NCN
F_max: 0.0169 Eh/bohr
Gap between HOMO and LUMO: 9.6 eV
E_HOMO: -8.6 eV
LUMO energy: 1.01 eV

***

Entry from the OMol25 dataset: a single C9H15N3 molecule in a non-equilibrium geometry (ωB97M-V/def2-TZVPD).

Each line ends with the Mulliken charge.
Positions of all 27 atoms, in Å:
C 2.217 -2.590 -1.574  -0.006
C -0.946 1.698 1.906  -0.798
C -1.157 2.520 0.526  -0.689
C 0.018 -2.131 -0.274  -0.214
C -0.660 0.171 1.526  -0.543
C -1.024 -1.100 -0.544  -0.981
C -1.666 1.358 -0.329  -0.769
C 1.290 -1.769 -0.893  0.250
C 2.911 0.061 -1.127  -0.524
N 2.895 -3.355 -2.111  -0.526
N -0.746 0.259 -0.017  0.053
N 1.766 -0.486 -0.837  0.014
H 0.033 1.991 2.238  0.347
H -1.821 1.855 2.637  0.337
H -1.834 3.301 0.727  0.376
H -0.133 2.772 0.294  0.273
H 0.229 -2.030 0.890  0.158
H -0.444 -3.104 -0.572  0.349
H 0.315 0.117 2.016  0.201
H -1.480 -0.598 1.799  0.393
H -1.079 -0.937 -1.628  0.468
H -2.054 -1.526 -0.174  0.343
H -2.710 1.204 -0.194  0.390
H -1.646 1.734 -1.378  0.354
H 2.933 1.099 -1.031  0.255
H 3.630 -0.542 -1.557  0.338
H 1.160 0.029 -0.321  0.150

Net charge: 0
Energy relative to the best compared isomer or geometry (same formula, charge and spin): 403.0 kJ/mol
F_max: 0.0872 Eh/bohr
Gap between HOMO and LUMO: 7.7 eV
E_HOMO: -7.1 eV
LUMO energy: 0.65 eV

***

Entry from the OMol25 dataset: a single CH3NOS molecule in a non-equilibrium geometry (ωB97M-V/def2-TZVPD).

Each line ends with the Mulliken charge.
Positions of all 7 atoms, in Å:
C 0.586 -0.892 0.006  -0.502
S -1.000 -0.015 0.425  0.533
N -0.187 1.245 -0.306  -0.431
O -2.008 -0.439 -0.509  -0.524
H 1.103 -0.789 -0.974  0.317
H 1.197 -0.752 0.866  0.325
H 0.309 1.641 0.492  0.282

Net charge: 0
Energy relative to the best compared isomer or geometry (same formula, charge and spin): 469.8 kJ/mol
SMILES: C=S(=N)=O
F_max: 0.0571 Eh/bohr
Gap between HOMO and LUMO (alpha / beta): 8.3 / 8.3 eV
E_HOMO (alpha / beta): -9.8 / -9.7 eV
LUMO energy (alpha / beta): -1.50 / -1.38 eV

***

Entry from the OMol25 dataset: a molecular structure, C42H60BN2O8PV in a non-equilibrium geometry (ωB97M-V/def2-TZVPD).

Each line ends with the Mulliken charge.
Positions of all 115 atoms, in Å:
V 11.728 12.846 12.171  -0.327
C 10.789 7.390 13.468  -1.171
C 11.847 8.319 14.164  0.015
C 11.563 8.534 15.639  -1.129
C 11.907 9.568 13.296  2.053
C 10.622 10.192 13.107  -0.953
C 10.155 10.631 11.928  0.411
C 8.631 10.575 11.597  1.404
C 7.704 10.476 12.836  -2.052
C 8.603 9.363 10.665  -1.414
C 11.148 10.820 10.866  -0.772
C 12.406 10.294 10.968  1.257
C 12.701 9.502 12.100  -1.565
C 13.538 9.983 9.910  1.262
C 13.768 11.063 8.836  -1.864
C 13.306 8.593 9.318  -1.656
C 10.749 11.802 9.757  0.731
C 10.700 11.454 8.424  -0.224
C 10.724 12.433 7.405  -1.276
C 10.811 13.766 7.744  -0.994
C 10.889 14.153 9.093  -1.223
C 10.809 13.233 10.145  2.611
P 9.570 13.813 11.439  0.017
C 10.153 15.440 12.097  2.401
C 9.002 15.921 13.048  -1.374
C 11.362 15.042 13.089  -1.818
C 10.659 16.581 11.170  -2.280
C 7.872 13.950 10.321  2.255
C 6.688 13.784 11.287  -1.698
C 7.829 12.867 9.249  -1.441
C 7.946 15.301 9.679  -1.917
H 10.715 6.425 13.934  0.583
H 11.142 7.243 12.434  0.280
H 9.802 7.845 13.445  0.262
H 12.806 7.776 14.093  0.562
H 10.705 9.213 15.855  0.207
H 12.440 8.909 16.122  0.185
H 11.245 7.625 16.111  0.544
H 9.936 10.068 13.954  0.938
H 8.357 11.461 11.001  -1.154
H 7.820 9.473 13.300  0.423
H 6.676 10.488 12.410  0.460
H 7.790 11.308 13.509  0.459
H 8.958 8.493 11.219  0.344
H 9.281 9.487 9.848  0.368
H 7.610 9.106 10.290  0.465
H 13.573 8.818 12.133  0.445
H 14.421 9.886 10.525  -1.024
H 13.232 10.923 7.875  0.333
H 14.835 10.972 8.616  0.593
H 13.589 12.027 9.249  0.214
H 12.290 8.458 8.969  0.288
H 13.637 7.818 9.995  0.405
H 13.950 8.487 8.491  0.586
H 10.720 10.451 8.097  0.319
H 10.715 12.113 6.391  0.558
H 10.868 14.549 6.967  0.540
H 10.928 15.214 9.309  0.586
H 8.536 15.036 13.495  0.431
H 8.155 16.403 12.599  0.337
H 9.427 16.579 13.821  0.479
H 11.015 14.154 13.686  0.358
H 11.642 15.802 13.817  0.813
H 12.338 14.928 12.491  -0.054
H 10.058 16.756 10.301  0.377
H 11.654 16.414 10.803  0.510
H 10.639 17.498 11.724  0.577
H 6.769 12.874 11.963  0.148
H 5.898 13.551 10.613  0.597
H 6.376 14.703 11.745  0.439
H 7.146 12.100 9.625  0.663
H 8.761 12.463 8.950  0.408
H 7.380 13.300 8.338  0.415
H 8.013 16.106 10.408  0.353
H 7.017 15.496 9.123  0.601
H 8.755 15.296 8.956  0.424
O 14.181 14.372 10.421  -0.474
C 14.434 13.373 10.981  -0.257
O 13.454 12.825 11.846  1.235
C 15.665 12.575 10.912  -0.249
C 16.654 12.977 9.984  -0.696
C 17.674 12.063 9.772  -0.492
C 17.865 10.864 10.527  -0.607
C 16.898 10.508 11.382  0.463
C 15.820 11.344 11.641  0.069
N 17.053 9.215 12.111  1.027
O 18.203 8.806 12.198  -0.598
O 16.043 8.640 12.491  -0.496
N 18.615 12.328 8.662  1.021
O 19.314 11.439 8.260  -0.570
O 18.632 13.461 8.253  -0.568
H 16.522 13.913 9.462  0.705
H 18.701 10.290 10.235  0.757
H 15.039 11.009 12.280  0.334
C 14.992 10.580 16.965  -1.886
C 14.770 11.007 15.497  1.262
C 16.159 11.170 14.836  -1.927
O 14.116 10.014 14.705  -0.469
B 13.129 10.580 13.983  -0.301
O 12.865 11.922 14.201  -0.794
C 13.834 12.283 15.402  1.232
C 14.601 13.467 14.994  -1.634
C 12.873 12.559 16.570  -1.855
H 15.529 9.602 16.913  0.434
H 14.089 10.452 17.538  0.425
H 15.656 11.299 17.413  0.467
H 16.550 10.200 14.825  0.670
H 16.726 11.854 15.410  0.507
H 16.068 11.557 13.825  0.070
H 15.228 13.297 14.079  0.167
H 15.290 13.715 15.804  0.504
H 13.963 14.350 14.878  0.416
H 12.299 11.612 16.788  0.307
H 12.273 13.408 16.288  0.453
H 13.455 12.718 17.501  0.431

Net charge: +3
Energy relative to the best compared isomer or geometry (same formula, charge and spin): 156.6 kJ/mol
F_max: 0.0719 Eh/bohr
Gap between HOMO and LUMO (alpha / beta): 6.9 / 6.8 eV
E_HOMO (alpha / beta): -17.2 / -17.2 eV
LUMO energy (alpha / beta): -10.36 / -10.38 eV

***

Entry from the OMol25 dataset: 2 unconnected molecules or ions with the total composition CHF3NO2S in a non-equilibrium geometry (ωB97M-V/def2-TZVPD).

Each line ends with the Mulliken charge.
Positions of all 9 atoms, in Å:
C -0.460 0.319 1.503  0.802
N 0.590 -0.400 -3.518  -0.488
O 0.650 -1.685 -1.249  -0.562
O 0.278 0.732 -1.210  -0.657
F 0.249 -0.666 2.233  -0.253
F -0.164 1.406 2.261  -0.281
F -1.811 0.222 1.579  -0.231
S 0.690 -0.434 -2.047  0.667
H -0.021 0.507 0.448  0.002

Net charge: -1
Energy relative to the best compared isomer or geometry (same formula, charge and spin): 191.9 kJ/mol
F_max: 0.0563 Eh/bohr
Gap between HOMO and LUMO: 8.6 eV
E_HOMO: -4.7 eV
LUMO energy: 3.85 eV

***

Entry from the OMol25 dataset: 2 unconnected molecules or ions with the total composition C7H9NO2 in a non-equilibrium geometry (ωB97M-V/def2-TZVPD).

Each line ends with the Mulliken charge.
Positions of all 19 atoms, in Å:
C 2.065 0.095 0.348  -0.694
C 0.565 0.304 0.134  0.692
C 0.120 1.702 0.141  -0.691
C -1.173 1.887 -0.192  -0.270
C -2.146 0.841 -0.058  -0.453
C -1.778 -0.464 0.104  0.310
C -0.326 -0.698 0.354  0.387
H 2.637 -1.757 -0.530  0.271
H 2.883 -0.485 -1.319  0.243
H 2.339 -0.033 1.579  0.230
H 2.328 1.240 0.348  0.291
H 0.997 2.465 -0.136  0.187
H -1.617 2.804 -0.611  0.322
H -3.168 0.960 -0.585  0.300
H -3.569 -1.701 1.386  0.267
H -0.676 -2.674 -0.396  0.415
N 2.869 -0.763 -0.400  -0.544
O -2.420 -1.723 -0.278  -0.599
O 0.070 -1.999 0.110  -0.665

Net charge: 0
Energy relative to the best compared isomer or geometry (same formula, charge and spin): 878.7 kJ/mol
F_max: 0.1224 Eh/bohr
Gap between HOMO and LUMO: 5.4 eV
E_HOMO: -8.5 eV
LUMO energy: -3.13 eV